Density functional theory data (ωB97M-V with the def2-TZVPD basis set) for a molecular structure, C3H3N3O2.

The value obtained for the energy above the lowest of the compared OMol25 structures with the same formula, charge and spin is 6.6582 eV. As for the HOMO energy: -0.35115 hartree.

Last column: natural (NBO) charge in e.
Element x y z (Å)
C 0.794505 -0.242631 0.152219  0.481
C -0.251732 -1.119768 0.443756  -0.429
C -1.551739 -0.426947 -0.043999  0.544
H 2.341853 0.413311 -0.501047  0.458
H -0.156626 -2.221034 0.688137  0.274
H 1.325632 1.616629 0.199188  0.389
N -1.657546 0.985294 0.057317  -0.135
N -0.738448 1.665749 0.014261  0.090
N 0.602921 1.040199 -0.218111  -0.547
O 1.980905 -0.791309 -0.361673  -0.590
O -2.689729 -0.919490 -0.430049  -0.536

Atoms 1-2, force components in eV/Å:
-1.03 -5.44 -2.09
-1.44 2.04 -0.94

***

Density functional theory data (ωB97M-V with the def2-TZVPD basis set) for a molecular structure, C13H27AlBCl3F4LiMgN3O9S.

As for the HOMO energy: -0.26866 hartree.

Last column: natural (NBO) charge in e.
Element x y z (Å)
C 2.709680 -1.394346 0.728272  -0.620
C 2.941553 -1.043624 -0.748423  -0.480
C 1.677101 -0.935473 -1.569862  -0.265
N 0.874041 0.250597 -1.220514  -0.354
C 1.441859 1.604600 -1.353512  -0.229
C 0.649322 2.280370 -0.186289  -0.315
N 0.404736 1.148906 0.773616  -0.825
C 0.024493 0.150995 -0.204151  0.704
N -0.959980 -0.666717 -0.066960  -0.218
O -1.218163 -1.563343 -1.059426  -0.486
B -1.544142 -2.864890 -0.545727  1.248
O -0.587211 -3.550890 0.131366  -0.873
O -2.787383 -3.355019 -0.732017  -0.903
H 1.828881 -2.019123 0.889954  0.186
H 2.694420 -0.472071 1.344355  0.121
H 3.569234 -1.967052 1.083778  0.303
H 3.592876 -0.165891 -0.828896  0.175
H 3.530630 -1.884446 -1.172541  0.356
H 1.953372 -0.829477 -2.661053  0.306
H 1.106787 -1.854485 -1.520703  0.225
H 2.519606 1.719101 -1.386072  0.249
H 0.927145 1.994792 -2.232980  0.257
H 1.132439 3.142487 0.287868  0.178
H -0.300152 2.526206 -0.653211  0.279
H 1.379631 0.837754 0.957444  0.423
H -1.561755 -0.692324 0.740289  0.381
H 0.278296 -3.222512 -0.155340  0.519
H -2.781250 -4.314450 -0.828668  0.526
Cl -2.496654 1.398531 -0.643433  -0.735
Mg -4.130820 0.079079 0.882806  1.312
Cl 1.156571 -1.837151 -4.179702  -0.711
Cl -2.005638 0.398602 -3.265618  -0.825
Li -3.856075 -1.032797 -4.002847  0.971
O -3.705717 1.856873 -6.450894  -0.473
C -3.044769 2.855977 -6.698991  0.142
C -2.664875 3.621079 -5.007600  0.112
O -2.023158 4.644263 -5.209207  -0.456
H -3.512333 3.713050 -7.217990  0.160
H -2.027892 2.757135 -7.119985  0.167
H -2.188635 2.772467 -4.491804  0.195
H -3.671214 3.716187 -4.551687  0.144
Al 0.898297 2.668887 2.281776  0.952
C 6.042394 0.345623 3.023605  -0.435
C 5.837781 0.130035 4.519308  -0.429
C 5.800658 1.560616 5.038362  -0.069
O 5.253642 2.363409 3.981128  -0.546
C 5.215872 1.598103 2.778508  -0.056
H 5.730464 -0.498290 2.410098  0.239
H 7.094779 0.546646 2.815521  0.212
H 4.876264 -0.358457 4.696221  0.199
H 6.614500 -0.471317 4.986832  0.229
H 6.805874 1.930631 5.260297  0.173
H 5.186728 1.670342 5.932537  0.183
H 4.163780 1.344010 2.573161  0.124
H 5.596659 2.199276 1.951373  0.188
F 4.141989 -3.630538 -0.497907  -0.872
C -8.471530 -3.248894 2.418234  0.679
F -7.968597 -3.525798 3.630317  -0.328
F -7.619002 -3.772643 1.512324  -0.343
F -9.620330 -3.917490 2.306612  -0.316
S -8.704914 -1.440917 2.168245  2.349
O -7.354584 -0.907181 2.323457  -1.063
O -9.616930 -1.053448 3.208020  -0.956
O -9.228651 -1.335575 0.828328  -0.985

Atoms 1-2, force components in eV/Å:
0.73 0.53 -0.15
0.04 -0.53 0.49

***

Density functional theory data (ωB97M-V with the def2-TZVPD basis set) for a gas-phase ion, C8H8 (charge -1).

The value obtained for the energy above the lowest of the compared OMol25 structures with the same formula, charge and spin is 0.0000 eV. The expectation value of S² is 0.7673. The spin multiplicity is 2. As for the HOMO energy (spin up / spin down): 0.01989 / -0.12939 hartree. Its net charge is -1.

Last column: natural (NBO) charge in e.
Element x y z (Å)
C 0.425989 -1.140599 -1.516389  -0.244
C 1.720579 -1.508232 -1.555163  -0.577
C 0.587847 0.988189 -0.088245  -0.252
C -0.075543 -0.217815 -0.515580  -0.178
C -1.166454 -0.622302 0.314842  -0.287
C -1.634161 0.214612 1.323100  -0.225
C -1.061537 1.434916 1.650140  -0.407
C 0.127474 1.759337 0.949749  -0.239
H -0.255459 -1.470599 -2.302177  0.173
H 2.008347 -2.204927 -2.346865  0.154
H 2.544295 -1.227415 -0.911460  0.177
H 1.530035 1.147653 -0.613845  0.188
H -1.685548 -1.525577 0.007296  0.179
H -2.553012 -0.137622 1.798992  0.176
H -1.350143 1.999121 2.525541  0.181
H 0.837290 2.511262 1.280062  0.180

Atoms 1-2, force components in eV/Å:
-0.17 1.55 1.01
1.02 -1.06 -1.49

***

Density functional theory data (ωB97M-V with the def2-TZVPD basis set) for 2 unconnected molecules or ions with the total composition C19H41N2O10PS.

As for the HOMO energy: -0.32962 hartree. As for the SMILES: CCOC(=O)CCC[C@@](COCP(=O)(O)O)(NCCCCN)[C@H](C)CC.O=S1(=O)OCCO1.

Last column: Mulliken charge in e.
Element x y z (Å)
C 4.982604 -0.907141 3.279070  -0.882
C 4.927216 0.704227 2.842371  0.147
O 4.012251 1.390157 3.767686  -0.337
C 3.108822 2.327268 3.045163  0.234
O 3.639399 3.496283 2.677276  -0.575
C 1.513264 1.895338 2.790044  -0.042
C 0.853525 2.609631 1.480242  -0.598
C -0.068811 1.670661 0.521132  -0.274
C 0.676515 0.407617 -0.203914  0.908
C 2.225912 0.911053 -0.587015  -0.850
O 2.260846 2.142784 -1.386949  -0.044
C 3.034653 1.983136 -2.628665  -0.055
P 3.141705 3.763026 -3.405906  0.779
O 3.879575 3.705222 -4.825721  -0.649
O 1.500939 4.402445 -3.610925  -0.536
O 4.046529 4.865024 -2.387930  -0.528
N 0.867297 -0.759964 0.733138  -0.059
C -0.414648 -1.325759 1.280488  -0.109
C -0.794979 -0.860911 2.810709  -0.115
C -2.313888 -1.429199 3.148158  -0.793
C -3.494988 -0.564481 2.404694  -0.074
N -3.792290 0.774710 3.043329  -0.723
C -0.001063 -0.013323 -1.671215  0.719
C -1.614010 0.263038 -1.758067  -1.049
C 0.251433 -1.572106 -2.098917  -0.600
C 1.683300 -1.859960 -2.863030  -0.802
H 5.273985 -1.571041 2.344729  0.284
H 3.909583 -1.282048 3.635404  0.218
H 5.791855 -1.106240 4.120795  0.286
H 4.604641 0.730325 1.715063  -0.105
H 6.042769 1.116365 2.907246  0.288
H 0.939185 2.249567 3.772922  0.461
H 1.494964 0.729060 2.808010  -0.081
H 1.723534 3.194990 0.931269  0.141
H 0.134373 3.467433 1.898539  0.434
H -0.460397 2.375988 -0.359472  0.347
H -1.039601 1.387502 1.135321  -0.255
H 2.888791 1.044027 0.397068  -0.561
H 2.811824 0.087984 -1.222652  0.541
H 2.446441 1.309241 -3.385356  -0.018
H 4.097943 1.536729 -2.417318  0.321
H 1.195700 4.800358 -2.738714  0.335
H 3.515139 5.110947 -1.556424  0.353
H 1.529542 -1.479849 0.374760  0.496
H -0.262637 -2.509132 1.333030  0.368
H -1.368518 -1.160872 0.624760  -0.371
H -0.764155 0.293184 2.999595  -0.058
H -0.047424 -1.385696 3.578138  0.259
H -2.493869 -1.435351 4.315396  0.377
H -2.317476 -2.557745 2.759511  0.263
H -3.317567 -0.370002 1.260669  0.050
H -4.487059 -1.207890 2.492852  0.319
H -3.160168 1.495417 2.581678  0.275
H -4.780790 1.009089 2.734872  0.303
H 0.481468 0.642002 -2.545733  -0.032
H -2.169403 0.340542 -0.732924  0.169
H -1.738675 1.331300 -2.276784  0.262
H -2.216407 -0.485279 -2.425786  0.232
H -0.592711 -1.859574 -2.892951  0.330
H 0.158619 -2.357998 -1.239735  0.058
H 2.487843 -2.022688 -2.002709  0.163
H 1.596826 -2.890768 -3.419427  0.358
H 2.069415 -0.975638 -3.525714  0.124
C -6.191170 -3.913563 -2.353990  -0.402
C -5.477115 -2.947170 -3.295228  -0.339
O -4.746935 -2.067506 -2.443285  -0.296
S -4.284292 -2.884502 -1.109529  1.208
O -2.920256 -3.324954 -1.300678  -0.556
O -4.716783 -2.144057 0.052837  -0.527
O -5.265798 -4.172312 -1.299510  -0.322
H -7.083570 -3.452544 -1.918523  0.294
H -6.470689 -4.845214 -2.853160  0.312
H -6.173511 -2.386154 -3.922974  0.307
H -4.758570 -3.475039 -3.931135  0.294

Atoms 1-2, force components in eV/Å:
-0.17 -0.05 -0.18
1.34 -1.98 -0.36

***

Density functional theory data (ωB97M-V with the def2-TZVPD basis set) for a molecular structure, C19H33CeF6NO2P2.

As for the HOMO energy (spin up / spin down): -0.24668 / -0.24646 hartree.

Last column: Mulliken charge in e.
Element x y z (Å)
Ce -0.058976 0.277712 0.016980  0.153
P -1.639187 2.543345 -1.479752  0.936
P 2.308428 -0.958132 0.842045  1.150
N 1.157559 1.985594 0.181379  -0.200
H -1.312571 0.860386 1.287963  -0.112
C -3.147508 3.162771 -0.625764  -1.311
H -3.701903 3.846531 -1.283001  0.401
H -2.849552 3.689662 0.289986  0.340
H -3.789594 2.314826 -0.354327  0.328
C -2.357275 2.126475 -3.117281  -1.249
H -3.011655 2.944070 -3.453121  0.410
H -2.933293 1.192325 -3.069204  0.275
H -1.537231 1.993143 -3.835743  0.340
C -0.806148 4.115829 -1.937389  -1.155
H -1.501157 4.777304 -2.475684  0.415
H 0.051991 3.879348 -2.582467  0.346
H -0.436212 4.615592 -1.032623  0.335
C 1.937257 -1.443142 2.574652  -1.255
H 2.569624 -2.295692 2.868391  0.404
H 0.876292 -1.718687 2.650326  0.101
H 2.140045 -0.595838 3.233889  0.463
C 2.660158 -2.488069 -0.088027  -1.185
H 3.341542 -3.110791 0.512428  0.389
H 3.160907 -2.194611 -1.018949  0.456
H 1.754108 -3.045597 -0.350651  0.071
C 3.969733 -0.220718 0.974171  -1.186
H 4.679909 -0.935372 1.424868  0.415
H 3.896369 0.686671 1.588006  0.329
H 4.296322 0.061586 -0.035119  0.340
C 1.964441 3.056259 0.360321  -0.128
C 2.679094 5.015537 1.674618  -0.552
C 1.814884 3.941106 1.490483  -0.330
C 3.012956 3.369276 -0.560470  -0.004
C 3.867624 4.445568 -0.364485  -0.599
C 3.708234 5.275223 0.762383  -0.279
H 2.553519 5.669235 2.549100  0.321
H 1.016461 3.726437 2.185756  0.444
H 3.122487 2.712243 -1.431280  0.356
H 4.663611 4.653695 -1.077805  0.348
H 4.380690 6.115911 0.914826  0.353
C -2.203257 -1.276830 -1.637849  1.366
O -1.049499 -0.772685 -1.801326  -0.550
C -3.192331 -0.777873 -0.650764  -1.182
H -3.841440 -1.608802 -0.359602  0.385
H -3.811581 0.020979 -1.097654  0.426
H -2.767835 -0.375986 0.284197  0.248
C -2.690133 -2.405359 -2.463328  -1.551
H -2.852762 -3.279572 -1.807116  0.235
H -1.968839 -2.656979 -3.246342  0.303
H -3.646473 -2.136384 -2.920725  0.453
C -0.029115 -4.119609 2.323471  -1.844
C -0.869102 -3.644218 1.132130  0.616
O -0.674621 -2.372209 0.741273  -0.230
C -0.677675 -4.733887 -0.057463  0.659
F -1.778559 -5.490254 -0.335005  -0.309
F -0.330977 -4.127952 -1.221122  -0.199
F 0.297234 -5.642552 0.246900  -0.328
C -2.370857 -3.926606 1.578623  0.465
F -2.502922 -5.183127 2.129021  -0.295
F -2.722720 -3.018329 2.536499  -0.267
F -3.289987 -3.816394 0.583518  -0.232
H 1.044382 -3.963831 2.144795  0.168
H -0.218083 -5.185893 2.483866  0.522
H -0.354830 -3.552661 3.204576  0.466

Atoms 1-2, force components in eV/Å:
1.87 2.20 0.37
-0.19 0.10 -0.03

***

Density functional theory data (ωB97M-V with the def2-TZVPD basis set) for a single CCl2F3PS molecule.

The value obtained for the energy above the lowest of the compared OMol25 structures with the same formula, charge and spin is 0.8848 eV. As for the HOMO energy: -0.35834 hartree. As for the SMILES: FC(F)(F)SP(Cl)Cl.

Last column: natural (NBO) charge in e.
Element x y z (Å)
C 0.336760 -1.065495 -0.994035  1.001
F 1.175567 -0.302949 -1.696779  -0.295
F -0.136634 -2.170711 -1.542768  -0.295
F 0.983571 -1.384982 0.172564  -0.337
P -0.144682 0.780535 1.374924  0.725
S -1.462545 -0.038038 -0.187824  -0.234
Cl -1.588806 1.849442 2.386558  -0.284
Cl 0.836768 2.332197 0.487360  -0.281

Atoms 1-2, force components in eV/Å:
-1.91 1.28 3.24
-1.33 -1.25 -0.03

***

Number 1: calculated total energy -430.6763 hartree, strongest force on any atom 8.1 eV/Å. Number 2: calculated total energy -4005.7245 hartree, strongest force on any atom 5.8 eV/Å. Number 3: calculated total energy -309.5715 hartree, strongest force on any atom 2.1 eV/Å. Number 4: calculated total energy -2349.6991 hartree, strongest force on any atom 8.3 eV/Å. Number 5: calculated total energy -2705.9904 hartree, strongest force on any atom 3.4 eV/Å. Number 6: calculated total energy -1997.6543 hartree, strongest force on any atom 4.0 eV/Å.